(w)
DFT (ωB97M-V with the def2-TZVPD basis set) results for C2H6O6RbS as an isolated structure.

Output
frontier orbital gap = 2.75 eV
E_HOMO = 2.33 eV
LUMO = 5.08 eV
charge = -3

Each line ends with the natural charge from an NBO analysis.
Cartesian coordinates (Å):
Rb  20.277  -4.147  18.327  0.979
C  24.346  -5.861  14.215  -0.225
O  23.897  -6.358  15.450  -0.981
H  23.716  -5.954  13.330  0.069
H  24.619  -4.812  14.103  0.072
H  25.194  -6.405  13.800  0.073
C  22.329  -0.307  22.850  -0.231
O  21.953  -1.627  22.485  -0.992
H  22.202  -0.126  23.917  0.080
H  23.367  0.003  22.731  0.071
H  21.756  0.462  22.333  0.080
S  16.606  -7.189  20.287  2.623
O  17.587  -7.350  21.328  -1.136
O  15.376  -7.919  20.517  -1.118
O  16.449  -5.768  19.963  -1.176
O  17.257  -7.618  19.085  -1.189


(x)
DFT (ωB97M-V with the def2-TZVPD basis set) results for C2H6O6RbS as an isolated structure.

Output
frontier orbital gap = 3.65 eV
E_HOMO = 2.66 eV
LUMO = 6.31 eV
charge = -3

Each line ends with the Löwdin charge.
Cartesian coordinates (Å):
Rb  -0.331  0.401  0.207  0.918
C  -2.104  -1.750  -2.084  -0.438
O  -1.419  -2.160  -0.880  -0.556
H  -2.510  -0.738  -2.088  0.008
H  -1.279  -1.687  -2.793  0.016
H  -2.825  -2.509  -2.389  0.010
C  3.239  0.743  -1.521  -0.494
O  2.461  0.304  -0.476  -0.519
H  3.034  0.147  -2.411  0.020
H  2.956  1.754  -1.816  0.009
H  4.315  0.849  -1.378  0.008
S  -1.095  0.966  3.553  0.029
O  -1.724  1.933  2.634  -0.525
O  0.329  1.164  3.767  -0.459
O  -1.847  0.909  4.800  -0.481
O  -1.202  -0.326  2.875  -0.548


What should be chosen as the most stable of them? Choose (x).


(w)
DFT (ωB97M-V with the def2-TZVPD basis set) results for a 2-piece molecular cluster, C3H8O4 overall.

Output
frontier orbital gap = 11.06 eV
E_HOMO = -10.56 eV
LUMO = 0.50 eV
structure (SMILES) = O=C(O)CCO.O

Each line ends with the natural charge from an NBO analysis.
Cartesian coordinates (Å):
O  -0.931  -1.207  0.679  -0.586
C  -0.465  -0.117  0.555  0.806
O  -0.438  0.752  1.633  -0.717
C  0.030  0.503  -0.722  -0.559
C  0.855  1.846  -0.704  -0.049
O  0.190  2.886  0.014  -0.725
H  -1.137  0.395  2.201  0.498
H  0.745  -0.234  -1.103  0.251
H  -0.833  0.707  -1.361  0.249
H  1.882  1.633  -0.436  0.168
H  0.768  2.173  -1.730  0.181
H  -0.388  2.500  0.659  0.481
H  0.267  -4.623  0.112  0.458
H  -0.473  -3.393  0.486  0.479
O  -0.072  -3.821  -0.282  -0.936


(x)
DFT (ωB97M-V with the def2-TZVPD basis set) results for one molecule with the formula C3H8O4.

Output
frontier orbital gap = 10.20 eV
E_HOMO = -9.62 eV
LUMO = 0.59 eV
structure (SMILES) = C[C@@H](O)C(O)(O)O

Each line ends with the natural charge from an NBO analysis.
Cartesian coordinates (Å):
C  1.633  -0.684  0.091  -0.623
C  0.578  0.463  0.366  0.082
C  -0.876  -0.102  -0.060  0.706
O  1.016  1.532  -0.446  -0.731
O  -1.734  0.728  0.670  -0.736
O  -1.080  -0.071  -1.416  -0.721
O  -0.941  -1.383  0.453  -0.729
H  1.249  -1.084  -0.775  0.203
H  2.553  -0.110  0.002  0.222
H  1.570  -1.343  0.896  0.215
H  0.538  0.899  1.366  0.173
H  0.701  2.365  -0.210  0.470
H  -2.193  1.303  0.103  0.484
H  -1.156  -0.946  -1.771  0.495
H  -1.856  -1.568  0.731  0.489


What should be chosen as the most stable of them? Choose (w).


(w)
DFT (ωB97M-V with the def2-TZVPD basis set) results for one molecule with the formula CCl2O2S.

Output
frontier orbital gap (spin up / spin down) = 8.63 / 5.97 eV
E_HOMO (spin up / spin down) = -9.96 / -8.58 eV
LUMO (spin up / spin down) = -1.33 / -2.60 eV

Each line ends with the natural charge from an NBO analysis.
Cartesian coordinates (Å):
C  0.841  1.052  -1.147  0.445
O  -0.133  0.504  -0.672  -0.569
O  -0.547  -1.237  1.631  -0.801
S  -0.742  -1.331  0.223  1.232
Cl  -2.832  -1.601  0.248  -0.260
Cl  2.439  0.431  -0.731  -0.046


(x)
DFT (ωB97M-V with the def2-TZVPD basis set) results for a 2-piece molecular cluster, CCl2O2S overall.

Output
frontier orbital gap (spin up / spin down) = 7.38 / 8.16 eV
E_HOMO (spin up / spin down) = -8.87 / -9.26 eV
LUMO (spin up / spin down) = -1.49 / -1.10 eV

Each line ends with the natural charge from an NBO analysis.
Cartesian coordinates (Å):
C  1.437  0.005  0.123  0.449
O  1.464  -0.892  0.888  -0.448
O  -1.558  -1.391  -0.153  -0.791
S  -1.275  -0.053  -0.633  1.025
Cl  2.368  1.138  -0.827  0.025
Cl  -2.434  1.193  0.602  -0.260


What should be chosen as the most stable of them? Choose (x).